(1)
C2H3NOS | the ωB97M-V functional and the def2-TZVPD basis

Geometry (Å):
S -1.095 -1.089 1.734
H -0.608 1.576 -1.284
C 0.043 1.155 -0.529
O 1.226 -1.820 0.041
H 1.026 0.644 -0.759
H 0.132 1.679 0.492
C 0.173 -1.399 0.288
N -0.896 -0.746 0.017

## Properties
- charge = 0
- LUMO energy (alpha / beta) (eV) = -1.332 / -1.514
- spin multiplicity = 1
- Kohn-Sham gap (alpha / beta) (eV) = 7.22 / 6.96



(2)
C2H3NOS | the ωB97M-V functional and the def2-TZVPD basis

Geometry (Å):
H 3.516 0.726 -1.360
O 2.359 0.405 0.302
H -1.561 -0.575 1.183
N 5.181 1.708 1.459
C 4.333 1.479 0.720
C 3.350 0.871 -0.182
S -1.689 -0.660 -0.153
H -1.389 -1.956 0.102

## Properties
- structure (SMILES) = N#CC=O.S
- charge = 0
- LUMO energy (eV) = -0.687
- spin multiplicity = 1
- Kohn-Sham gap (eV) = 9.02



(3)
C2H3NOS | the ωB97M-V functional and the def2-TZVPD basis

Geometry (Å):
H 0.669 -1.375 0.128
S -2.223 -0.661 0.037
C 1.373 -0.652 -0.404
H 2.412 -0.845 -0.952
O 0.974 0.559 -0.404
C -1.309 0.637 0.337
N -0.085 1.086 0.169
H -1.810 1.251 1.088

## Properties
- charge = 0
- LUMO energy (eV) = -1.546
- spin multiplicity = 1
- Kohn-Sham gap (eV) = 6.70



(4)
C2H3NOS | the ωB97M-V functional and the def2-TZVPD basis

Geometry (Å):
H 0.674 -0.305 1.889
N 0.410 0.489 -0.314
H 1.272 0.734 -0.968
C 0.410 -0.533 0.802
H 0.896 -1.322 0.427
C -0.859 0.464 -0.782
O -1.426 1.163 -1.566
S -1.376 -0.690 0.512

## Properties
- charge = 0
- LUMO energy (eV) = 0.555
- spin multiplicity = 1
- Kohn-Sham gap (eV) = 10.28



(5)
C2H3NOS2 | the ωB97M-V functional and the def2-TZVPD basis

Geometry (Å):
O -2.320 -1.452 -0.617
C 0.874 -0.523 0.247
H 1.630 1.241 -0.944
H 1.419 -1.409 -0.351
S -1.681 1.261 0.316
C 0.881 0.881 -0.223
N -0.135 1.594 -0.227
S -1.629 -0.900 0.473
H 0.961 -0.694 1.326

## Properties
- charge = 0
- LUMO energy (eV) = -0.943
- spin multiplicity = 1
- Kohn-Sham gap (eV) = 8.01



(6)
C2H3NOS2 | the ωB97M-V functional and the def2-TZVPD basis

Geometry (Å):
C -0.035 1.004 -0.340
H -0.017 0.762 -1.326
H -0.223 -2.204 0.857
H -0.665 1.858 -0.079
S 2.395 -0.603 -0.455
C -0.865 -0.303 0.323
N -0.121 -1.367 0.351
O -2.044 -0.095 0.373
S 1.575 0.948 0.295

## Properties
- charge = 0
- LUMO energy (alpha / beta) (eV) = -2.691 / -2.482
- spin multiplicity = 1
- Kohn-Sham gap (alpha / beta) (eV) = 6.11 / 7.01



(7)
C2H3NOS3 | the ωB97M-V functional and the def2-TZVPD basis

Geometry (Å):
H 0.832 1.850 -1.676
S 1.624 0.842 -1.432
H -2.556 -1.555 0.006
C -2.151 0.437 -0.522
S 2.109 1.114 0.528
H 1.295 -0.364 2.250
O 0.371 -0.938 0.717
S -2.153 1.955 -0.816
N -2.077 -0.719 -0.273
C 1.124 -0.161 1.238

## Properties
- structure (SMILES) = N=C=S.O=CSS
- charge = 0
- LUMO energy (eV) = 0.391
- spin multiplicity = 1
- Kohn-Sham gap (eV) = 9.84



(8)
C2H3NOS3 | the ωB97M-V functional and the def2-TZVPD basis

Geometry (Å):
C -1.000 -0.432 -2.197
H -2.046 -0.621 -2.048
S -0.008 -2.987 -1.635
O 0.607 0.995 -2.499
S 1.526 -0.381 -2.296
H -1.350 -0.558 0.979
C 0.076 -1.401 -2.004
H -0.113 -1.392 0.153
S -0.144 -0.368 0.886
N -0.736 0.801 -2.441

## Properties
- structure (SMILES) = S=c1cnos1.S
- charge = 0
- LUMO energy (eV) = -1.317
- spin multiplicity = 1
- Kohn-Sham gap (eV) = 7.91



(9)
C2H3NOS3 | the ωB97M-V functional and the def2-TZVPD basis

Geometry (Å):
H 1.100 2.011 -0.054
H 3.026 0.132 -0.041
N 1.395 1.047 0.024
S -1.817 -1.291 0.007
H -2.971 -0.573 0.010
C 0.629 -0.054 0.032
S 1.354 -1.539 -0.014
O 2.751 1.062 0.005
S -1.512 1.692 -0.010
C -0.848 0.189 -0.006

## Properties
- structure (SMILES) = ONC(=S)C(=S)S
- charge = 0
- LUMO energy (eV) = -1.656
- spin multiplicity = 1
- Kohn-Sham gap (eV) = 7.44



(10)
C2H3NS | the ωB97M-V functional and the def2-TZVPD basis

Geometry (Å):
N -0.858 -0.330 0.048
S -2.454 0.027 0.056
C 0.275 0.506 0.052
H 2.060 -0.674 -0.197
H -0.598 -1.301 -0.071
C 1.669 0.282 0.101
H -0.093 1.489 0.011

## Properties
- charge = 0
- LUMO energy (alpha / beta) (eV) = -1.577 / -1.405
- spin multiplicity = 1
- Kohn-Sham gap (alpha / beta) (eV) = 7.75 / 6.93



For each record above, in turn, the calculated E values are -16491.2481, -16493.5025, -16489.8925, -16494.5452, -27327.1427, -27327.4810, -38164.9197, -38162.6057, -38163.8413, -14443.1994 eV.
For each record above, in turn, the calculated M values are 89.1, 89.1, 89.1, 89.1, 121.2, 121.2, 153.3, 153.3, 153.3, 73.1 g/mol.